[1]
A 2-piece molecular cluster, C41H39BF6O4S overall. Source: the Open Molecules 2025 dataset; level of theory: wB97M-V/def2-TZVPD.

Computed properties:
Charge ... 0
Electronic energy ... -79153.698 eV
Relative energy (zero: lowest compared OMol25 entry of this formula, charge and spin) ... 46.75 kcal per mole

The geometry in XYZ format:
```
92
C41H39BF6O4S (wB97M-V/def2-TZVPD)
C -3.659 5.531 -1.855
C -2.532 4.601 -2.083
C -2.287 3.793 -3.193
C -1.055 3.110 -3.126
C -0.442 3.278 -1.896
B -0.337 0.153 0.150
C 0.874 2.960 -1.475
C 1.401 3.605 -0.333
C 2.573 4.295 -0.541
C 3.001 5.279 0.519
F 3.809 6.258 0.027
F 1.901 5.887 1.080
F 3.677 4.661 1.544
C 3.299 4.111 -1.731
C 2.884 3.165 -2.673
C 3.566 2.916 -3.997
F 3.751 1.565 -4.205
F 2.776 3.361 -5.032
F 4.776 3.518 -4.104
C 1.718 2.456 -2.479
O -0.848 1.257 0.825
C -2.205 0.995 1.086
C -2.971 0.175 -0.060
C -3.296 -1.170 0.542
C -4.151 1.023 -0.495
C -2.185 -0.239 -1.350
O -0.831 -0.024 -1.162
S -1.335 4.391 -0.872
H -4.161 5.841 -2.774
H -4.389 5.042 -1.196
H -3.333 6.441 -1.333
H -2.963 3.758 -4.024
H -0.597 2.526 -3.914
H 0.868 3.642 0.625
H 4.180 4.705 -1.912
H 1.384 1.674 -3.164
H -2.314 0.442 2.051
H -2.643 1.998 1.208
H -3.845 -1.782 -0.184
H -2.333 -1.664 0.765
H -3.874 -1.057 1.463
H -4.746 0.521 -1.264
H -4.800 1.265 0.353
H -3.765 1.961 -0.921
H -2.329 -1.308 -1.593
H -2.567 0.320 -2.225
C -1.479 -3.881 7.268
O -0.326 -3.158 6.777
C -0.287 -2.864 5.454
C 0.837 -2.145 4.992
C 0.986 -1.862 3.652
C 0.043 -2.312 2.683
C 0.186 -2.038 1.234
C 0.677 -0.725 0.900
C 1.303 -0.004 -0.370
C 2.695 0.364 -0.164
C 3.475 0.219 -1.338
C 4.847 0.116 -1.292
C 5.483 0.151 -0.049
C 4.743 0.361 1.130
C 3.355 0.556 1.079
C -0.007 -3.081 0.275
C -0.142 -4.434 0.718
C -0.614 -5.415 -0.106
C -0.856 -5.120 -1.469
O -1.578 -6.011 -2.184
C -2.013 -5.614 -3.510
C -0.434 -3.877 -1.991
C -0.074 -2.870 -1.125
C -1.101 -2.980 3.181
C -1.281 -3.247 4.530
H -1.300 -3.959 8.339
H -2.407 -3.324 7.072
H -1.541 -4.880 6.813
H 1.572 -1.829 5.728
H 1.869 -1.300 3.351
H 1.009 -0.220 1.795
H 1.314 -0.624 -1.271
H 2.957 0.049 -2.282
H 5.392 -0.035 -2.226
H 6.558 -0.009 -0.005
H 5.251 0.339 2.096
H 2.791 0.762 2.004
H 0.084 -4.685 1.757
H -0.848 -6.407 0.267
H -2.620 -6.452 -3.852
H -2.617 -4.694 -3.476
H -1.149 -5.471 -4.175
H -0.452 -3.680 -3.065
H 0.133 -1.905 -1.565
H -1.891 -3.283 2.488
H -2.185 -3.754 4.867
```



[2]
The molecule C6H7ClN2. Source: the Open Molecules 2025 dataset; level of theory: wB97M-V/def2-TZVPD.

Computed properties:
Charge ... 0
Electronic energy ... -21832.940 eV
Relative energy (zero: lowest compared OMol25 entry of this formula, charge and spin) ... 98.04 kcal per mole

The geometry in XYZ format:
```
16
C6H7ClN2 (wB97M-V/def2-TZVPD)
C 0.444 -2.740 0.085
C 0.373 1.321 -1.276
C -1.138 0.561 0.596
C -0.027 -1.531 0.602
C 0.082 1.423 0.195
C 1.322 0.853 -0.239
N 0.826 -3.775 -0.316
N -1.108 -0.822 0.222
Cl 2.946 0.522 0.159
H -0.269 0.602 -1.826
H 0.683 2.128 -1.847
H -1.163 0.698 1.663
H -2.095 0.931 0.104
H 0.742 -1.126 1.279
H 0.155 2.270 0.928
H -1.774 -1.317 -0.329
```



[3]
C28H58Cl14FNO9P3 as an isolated structure. Source: the Open Molecules 2025 dataset; level of theory: wB97M-V/def2-TZVPD.

Computed properties:
Charge ... +1
Electronic energy ... -255788.560 eV

The geometry in XYZ format:
```
114
C28H58Cl14FNO9P3 (wB97M-V/def2-TZVPD)
C 3.193 -5.821 3.351
C 2.860 -4.576 4.233
O 3.708 -3.510 3.860
C 1.360 -4.228 4.066
O 1.111 -2.849 3.707
C 0.580 -2.661 2.537
N -0.405 -3.348 2.098
C -0.868 -3.034 0.727
C -1.122 -4.273 -0.191
C -1.194 -5.625 0.569
C -2.585 -5.984 1.116
O -2.763 -5.501 2.447
P -2.463 -2.003 1.084
C -3.973 -3.034 0.861
O -2.409 -1.734 2.747
C 0.411 -2.284 0.260
F 1.450 -3.148 -0.105
P 0.147 -1.327 -1.324
O 0.030 -2.334 -2.410
C 1.063 -1.573 1.524
C 0.476 -0.199 1.917
C 0.912 0.947 0.962
O -0.138 1.400 0.122
C 2.621 -1.644 1.560
P 3.437 -0.551 2.784
O 2.857 -0.546 4.135
O 3.615 0.957 2.235
O 4.942 -1.137 2.884
H 3.091 -6.759 3.910
H 2.536 -5.905 2.475
H 4.222 -5.791 2.974
H 3.108 -4.888 5.257
H 4.594 -3.877 3.743
H 0.920 -4.974 3.397
H 0.887 -4.384 5.044
H -0.814 -4.057 2.696
H -0.326 -4.383 -0.933
H -2.021 -4.071 -0.782
H -0.447 -5.730 1.366
H -0.946 -6.396 -0.172
H -2.678 -7.082 1.161
H -3.373 -5.642 0.446
H -2.056 -5.823 3.020
H -3.976 -3.660 -0.030
H -4.205 -3.590 1.782
H -4.796 -2.316 0.739
H -3.247 -2.046 3.125
H 1.221 -0.439 -1.528
H -1.095 -0.662 -1.252
H 0.797 0.099 2.923
H -0.620 -0.204 1.947
H 1.699 0.543 0.302
H 1.347 1.805 1.480
H 0.258 1.652 -0.728
H 3.021 -1.366 0.576
H 2.951 -2.656 1.799
H 3.148 1.528 2.878
H 5.241 -0.847 3.763
Cl 2.713 4.108 -4.933
C 2.832 4.185 -3.156
C 3.100 2.838 -2.540
Cl 1.698 1.736 -2.700
H 1.916 4.620 -2.777
H 3.653 4.863 -2.924
H 3.292 2.953 -1.474
H 3.962 2.350 -2.991
Cl 2.406 4.451 -7.792
C 2.768 5.342 -9.296
C 4.244 5.606 -9.458
Cl 4.853 6.772 -8.255
H 2.199 6.265 -9.284
H 2.410 4.730 -10.121
H 4.433 6.035 -10.441
H 4.825 4.692 -9.365
Cl 1.556 2.521 4.207
C 0.711 2.211 5.748
C -0.665 2.825 5.769
Cl -0.607 4.604 5.802
H 1.334 2.591 6.554
H 0.638 1.129 5.855
H -1.192 2.507 6.667
H -1.250 2.524 4.903
Cl 1.527 5.204 -0.300
C 1.930 6.910 0.051
C 1.452 7.844 -1.033
Cl 2.352 7.629 -2.555
H 3.006 6.978 0.192
H 1.444 7.160 0.993
H 1.603 8.876 -0.718
H 0.395 7.702 -1.245
Cl 0.268 6.510 -11.067
C -0.652 6.154 -9.580
C -2.013 6.803 -9.585
Cl -1.911 8.577 -9.462
H -0.058 6.479 -8.729
H -0.761 5.071 -9.528
H -2.587 6.458 -8.726
H -2.568 6.560 -10.488
Cl -3.139 0.523 0.117
C -4.148 1.476 -1.018
C -5.586 1.026 -1.000
Cl -5.785 -0.608 -1.688
H -3.712 1.386 -2.011
H -4.085 2.520 -0.711
H -6.191 1.701 -1.603
H -5.988 1.017 0.011
Cl -3.185 -6.374 5.761
C -4.927 -6.719 5.918
C -5.709 -6.196 4.739
Cl -5.746 -4.413 4.693
H -5.272 -6.287 6.854
H -5.033 -7.801 5.981
H -6.743 -6.533 4.806
H -5.294 -6.548 3.797
```



[4]
A 3-piece molecular cluster, C4H12O3 overall. Source: the Open Molecules 2025 dataset; level of theory: wB97M-V/def2-TZVPD.

Computed properties:
Charge ... 0
Electronic energy ... -10481.945 eV
Relative energy (zero: lowest compared OMol25 entry of this formula, charge and spin) ... 73.65 kcal per mole

The geometry in XYZ format:
```
19
C4H12O3 (wB97M-V/def2-TZVPD)
C 1.545 -0.418 2.063
C 1.591 -0.922 0.623
C 0.808 -0.212 -0.271
C 0.162 -0.882 -1.459
O 1.091 1.170 -0.318
H 0.496 -0.168 2.276
H 2.224 0.460 2.111
H 1.987 -1.230 2.738
H 2.391 -1.565 0.316
H 0.159 -2.034 -1.182
H 0.909 -0.971 -2.285
H -0.819 -0.506 -1.776
H 1.099 1.448 0.609
O -1.507 1.830 1.355
H -1.029 1.402 0.654
H -2.253 1.237 1.491
O -2.993 0.571 -1.948
H -3.533 -0.076 -2.424
H -2.329 0.865 -2.575
```



- Look up the charge of the first one.
  0